This record from the OMol25 dataset describes C18H17NO2 as an isolated structure. The level of theory is ωB97M-V/def2-TZVPD.

```
38
Properties=species:S:1:pos:R:3:mulliken_charge:R:1
C 0.754 -1.034 2.276 -0.411
C -0.762 -0.987 2.250 -0.453
C -1.081 0.505 2.179 0.385
O -2.208 0.954 2.014 -0.671
N 0.067 1.225 2.318 0.158
C 1.172 0.430 2.317 0.240
O 2.342 0.800 2.338 -0.600
H 1.201 -1.509 3.160 0.269
H 1.234 -1.458 1.382 0.238
H -1.241 -1.456 1.383 0.300
H -1.252 -1.358 3.166 0.240
C 4.682 4.514 5.629 -1.454
C 3.598 4.182 4.644 1.046
C 2.362 3.695 5.119 -0.640
C 1.342 3.345 4.245 -0.546
C 1.518 3.425 2.839 0.579
C 0.335 3.088 2.054 -0.213
C 0.020 3.538 0.690 0.716
C -1.265 3.172 0.242 -0.441
C -1.785 3.559 -0.977 -1.013
C -0.941 4.237 -1.874 -0.172
C 0.382 4.534 -1.535 -0.948
C 0.826 4.249 -0.245 -0.012
C 2.804 3.782 2.340 -0.301
C 3.785 4.232 3.249 -1.087
H 5.594 4.842 5.145 0.367
H 4.421 5.285 6.354 0.333
H 4.910 3.602 6.170 0.319
H 2.175 3.629 6.197 0.356
H 0.360 3.064 4.639 0.342
H -0.608 3.051 2.668 0.261
H -1.876 2.633 0.931 0.476
H -2.837 3.381 -1.216 0.394
H -1.319 4.558 -2.833 0.375
H 1.031 5.064 -2.247 0.365
H 1.765 4.690 0.080 0.379
H 2.994 3.765 1.281 0.562
H 4.719 4.670 2.872 0.263
```

Values from the calculation:
Energy: -24526.228 eV
Gap between HOMO and LUMO: 8.4 eV
Relative energy (zero: lowest compared OMol25 entry of this formula, charge and spin): 40.77 kcal/mol
HOMO energy: -8.653 eV